A 3-piece molecular cluster, C22H47FN4O8 overall. Source: the Open Molecules 2025 dataset; level of theory: ωB97M-V/def2-TZVPD.

Computed properties:
**E_HOMO**: -8.72 eV
**Relative energy (zero: lowest compared OMol25 entry of this formula, charge and spin)**: 0.0 kJ/mol
**E**: -48631.8538 eV
**Spin multiplicity**: 1
**Maximum force**: 0.7 eV/Å
**HOMO-LUMO gap**: 9.4 eV

Positions of all 82 atoms, in Å:
C -0.825 -4.836 -1.743
C -1.013 -3.647 -2.659
O -0.084 -2.994 -3.063
N -2.354 -3.354 -2.961
C -2.569 -2.105 -3.711
C -2.299 -0.880 -2.843
C -3.379 -0.521 -1.814
C -4.726 -0.131 -2.391
O -5.480 -1.245 -2.918
C -5.827 -2.168 -2.001
O -6.378 -1.918 -0.970
N -5.464 -3.467 -2.413
C -5.347 -4.389 -1.287
C -6.300 -3.969 -3.496
C -5.577 -5.136 -4.142
O -4.595 -5.093 -4.792
F -6.175 -6.325 -3.875
H -1.705 -4.997 -1.123
H 0.051 -4.657 -1.122
H -0.652 -5.737 -2.337
H -2.740 -4.135 -3.486
H -3.603 -2.121 -4.052
H -1.931 -2.072 -4.600
H -1.364 -1.045 -2.304
H -2.117 -0.015 -3.489
H -3.472 -1.314 -1.063
H -3.023 0.356 -1.266
H -4.589 0.548 -3.235
H -5.337 0.386 -1.648
H -4.911 -5.324 -1.646
H -6.308 -4.607 -0.810
H -4.658 -3.970 -0.556
H -7.297 -4.269 -3.157
H -6.378 -3.194 -4.261
C 2.024 0.406 3.216
O 0.896 0.089 4.006
C 0.397 1.171 4.783
C -0.943 1.645 4.266
N -0.806 2.288 2.968
C -2.062 2.590 2.293
C -2.976 1.430 1.919
O -2.459 0.586 0.905
C -1.577 -0.429 1.346
H 2.417 -0.529 2.820
H 1.765 1.058 2.374
H 2.806 0.892 3.807
H 1.116 1.996 4.795
H 0.274 0.812 5.808
H -1.360 2.367 4.975
H -1.615 0.775 4.246
H -0.243 1.700 2.367
H -1.819 3.128 1.374
H -2.632 3.282 2.923
H -3.895 1.857 1.508
H -3.269 0.831 2.790
H -1.836 -0.779 2.349
H -0.533 -0.102 1.343
H -1.664 -1.264 0.649
C 8.042 1.826 -1.061
O 7.885 3.147 -0.588
C 6.814 3.868 -1.182
C 5.706 4.126 -0.184
N 5.027 2.891 0.177
C 4.082 3.009 1.279
C 4.605 3.421 2.649
O 5.424 2.448 3.271
C 6.791 2.478 2.910
H 8.983 1.451 -0.661
H 7.233 1.164 -0.733
H 8.090 1.797 -2.154
H 6.428 3.332 -2.054
H 7.211 4.829 -1.521
H 4.980 4.808 -0.636
H 6.152 4.640 0.679
H 5.721 2.191 0.409
H 3.601 2.035 1.397
H 3.299 3.717 0.984
H 3.737 3.539 3.304
H 5.118 4.390 2.625
H 7.128 3.497 2.700
H 7.004 1.852 2.039
H 7.360 2.088 3.754

A 3-piece molecular cluster, C4H12N2O overall. Source: the Open Molecules 2025 dataset; level of theory: ωB97M-V/def2-TZVPD.

Computed properties:
**E_HOMO**: -9.35 eV
**Relative energy (zero: lowest compared OMol25 entry of this formula, charge and spin)**: 169.1 kJ/mol
**E**: -9369.4409 eV
**Spin multiplicity**: 1
**Maximum force**: 1.9 eV/Å
**HOMO-LUMO gap**: 10.1 eV

Positions of all 19 atoms, in Å:
C 2.788 -0.668 0.919
C 1.394 -0.606 1.269
N 0.313 -0.597 1.659
H 3.371 -0.917 1.804
H 2.945 -1.431 0.159
H 3.107 0.297 0.533
N -1.979 1.562 0.617
C -1.976 0.299 -0.070
O -2.880 -0.669 0.430
H -2.907 1.972 0.641
H -1.650 1.433 1.567
H -2.204 0.498 -1.129
H -0.971 -0.168 0.157
H -3.782 -0.345 0.343
C 0.909 -0.132 -1.768
H 0.529 0.629 -1.055
H 0.726 -1.126 -1.375
H 1.953 -0.031 -2.038
H 0.312 0.002 -2.664

C35H54F6N5O2Si2TeZr as an isolated structure. Source: the Open Molecules 2025 dataset; level of theory: ωB97M-V/def2-TZVPD.

Computed properties:
**E_HOMO**: -4.08 eV
**Relative energy (zero: lowest compared OMol25 entry of this formula, charge and spin)**: 0.0 kJ/mol
**Charge**: -1
**E**: -89360.9470 eV
**Spin multiplicity**: 1
**Maximum force**: 0.7 eV/Å
**HOMO-LUMO gap**: 5.9 eV

Positions of all 106 atoms, in Å:
Zr 0.541 0.580 0.212
C -0.503 -4.115 -1.327
N -0.431 -2.734 -1.754
C -1.507 -2.432 -2.689
C 0.835 -2.284 -2.210
C 1.864 -3.168 -2.528
C 3.086 -2.709 -3.001
C 3.281 -1.354 -3.205
C 2.261 -0.469 -2.892
C 1.053 -0.900 -2.360
N 0.086 0.016 -1.865
C -0.557 0.851 -2.758
C -0.289 0.938 -4.128
C -0.924 1.884 -4.925
C -1.850 2.754 -4.387
C -2.187 2.635 -3.037
C -1.584 1.687 -2.236
N -1.913 1.480 -0.860
C -2.589 2.591 -0.208
C -2.785 0.289 -0.767
H -0.442 -4.828 -2.167
H -1.461 -4.270 -0.827
H 0.296 -4.334 -0.622
H -1.454 -3.080 -3.579
H -1.453 -1.397 -3.014
H -2.470 -2.597 -2.200
H 1.719 -4.232 -2.402
H 3.878 -3.416 -3.215
H 4.227 -0.980 -3.575
H 2.408 0.594 -3.011
H 0.456 0.284 -4.562
H -0.671 1.945 -5.977
H -2.324 3.511 -4.998
H -2.936 3.298 -2.626
H -3.597 2.750 -0.617
H -2.008 3.504 -0.318
H -2.679 2.364 0.852
H -3.679 0.428 -1.390
H -3.077 0.160 0.271
H -2.253 -0.603 -1.078
C 3.685 4.400 -0.514
Si 2.836 2.885 -1.283
C 1.225 3.500 -2.029
C 4.001 2.395 -2.711
N 2.495 1.519 -0.262
C 3.591 0.754 0.137
C 4.918 1.197 0.148
C 5.981 0.370 0.487
C 5.728 -0.934 0.856
C 4.411 -1.375 0.934
C 3.327 -0.549 0.637
N 1.970 -0.906 0.842
Si 1.775 -2.259 1.940
C 2.591 -1.854 3.591
C 2.502 -3.877 1.225
C 0.053 -2.859 2.372
H 4.202 4.939 -1.313
H 4.424 4.143 0.246
H 2.976 5.086 -0.053
H 1.292 4.574 -2.225
H 0.386 3.355 -1.344
H 0.981 2.999 -2.966
H 4.893 3.026 -2.733
H 3.507 2.493 -3.682
H 4.342 1.364 -2.604
H 5.137 2.212 -0.155
H 6.994 0.756 0.458
H 6.535 -1.613 1.106
H 4.245 -2.390 1.259
H 3.568 -1.388 3.465
H 2.710 -2.749 4.208
H 1.957 -1.153 4.141
H 2.796 -3.738 0.182
H 1.753 -4.671 1.269
H 3.382 -4.232 1.768
H -0.547 -2.178 2.962
H 0.187 -3.777 2.954
H -0.504 -3.113 1.469
C -0.751 3.137 3.374
C 0.259 3.228 2.214
O 0.020 2.363 1.187
C 0.180 4.686 1.692
F 0.822 4.877 0.541
F 0.678 5.572 2.583
F -1.108 5.041 1.478
C 1.664 2.975 2.820
F 1.811 3.531 4.045
F 2.664 3.435 2.070
F 1.830 1.651 2.973
H -1.753 3.108 2.955
H -0.663 3.999 4.034
H -0.578 2.234 3.951
C -1.446 -0.006 2.587
O -0.873 -0.309 1.364
H -2.094 -0.823 2.943
H -2.065 0.899 2.537
H -0.691 0.159 3.368
C -5.292 -4.393 1.173
Te -3.692 -2.980 1.205
C -4.979 -1.416 1.879
H -6.041 -4.114 0.436
H -5.744 -4.452 2.161
H -4.880 -5.365 0.912
H -5.324 -1.643 2.885
H -5.823 -1.328 1.199
H -4.420 -0.483 1.890

One molecule with the formula C21H24N2OS. Source: the Open Molecules 2025 dataset; level of theory: ωB97M-V/def2-TZVPD.

Computed properties:
**E_HOMO**: -8.02 eV
**Relative energy (zero: lowest compared OMol25 entry of this formula, charge and spin)**: 0.0 kJ/mol
**E**: -38030.3728 eV
**Spin multiplicity**: 1
**Maximum force**: 0.8 eV/Å
**HOMO-LUMO gap**: 8.6 eV

Positions of all 49 atoms, in Å:
C 3.809 -2.143 5.634
C 2.984 -1.376 4.628
O 3.464 -0.517 3.927
C 1.542 -1.735 4.543
C 0.845 -2.323 5.596
C -0.508 -2.579 5.463
C -1.166 -2.290 4.282
C -0.471 -1.732 3.211
N -1.164 -1.418 2.042
C -0.691 -1.555 0.757
S 0.665 -2.439 0.423
N -1.461 -1.002 -0.211
C -1.105 -1.165 -1.606
C -0.326 0.046 -2.113
C -1.149 1.320 -1.920
C -0.367 2.567 -2.362
C -0.099 2.548 -3.840
C -1.104 2.889 -4.737
C -0.880 2.844 -6.101
C 0.356 2.455 -6.588
C 1.365 2.115 -5.704
C 1.138 2.160 -4.339
C -1.559 1.428 -0.451
C -2.296 0.162 0.002
C 0.877 -1.431 3.360
H 3.562 -1.805 6.638
H 3.604 -3.208 5.564
H 4.864 -1.954 5.453
H 1.341 -2.556 6.525
H -1.057 -3.016 6.284
H -2.221 -2.503 4.183
H -2.170 -1.396 2.145
H -0.510 -2.072 -1.706
H -2.034 -1.280 -2.174
H -0.083 -0.092 -3.167
H 0.608 0.120 -1.553
H -2.056 1.245 -2.533
H 0.574 2.611 -1.812
H -0.952 3.455 -2.109
H -2.070 3.198 -4.361
H -1.671 3.115 -6.786
H 0.533 2.421 -7.653
H 2.333 1.813 -6.077
H 1.930 1.895 -3.654
H -0.667 1.555 0.167
H -2.206 2.293 -0.297
H -2.571 0.262 1.053
H -3.212 0.035 -0.587
H 1.432 -0.966 2.561

A 7-piece molecular cluster, C27H24Br2F6N2O18 overall. Source: the Open Molecules 2025 dataset; level of theory: ωB97M-V/def2-TZVPD.

Computed properties:
**E_HOMO**: -9.86 eV
**E**: -224609.7920 eV
**Spin multiplicity**: 1
**Maximum force**: 2.0 eV/Å
**HOMO-LUMO gap**: 9.5 eV

Positions of all 79 atoms, in Å:
C 3.988 -1.086 1.694
C 3.192 -0.851 0.847
C 2.061 -0.580 -0.076
C 1.452 -1.898 -0.374
N 0.965 -2.796 -0.899
C 1.078 0.411 0.645
C 0.912 1.683 -0.128
N 0.690 2.369 -1.024
C -0.230 -0.204 1.096
Br -0.345 -0.593 2.983
C -1.277 -0.497 0.350
C -2.540 -1.140 0.918
Br -1.224 -0.148 -1.549
H 4.459 -1.225 2.638
H 2.481 -0.098 -0.960
H 1.592 0.722 1.557
H -3.027 -0.397 1.548
H -3.194 -1.482 0.117
H -2.260 -2.027 1.489
O -4.528 -2.999 -1.553
C -4.353 -2.744 -2.696
O -3.565 -3.464 -3.525
C -3.702 -2.911 -4.835
C -4.159 -1.509 -4.532
F -4.978 -1.036 -5.502
O -4.902 -1.672 -3.336
H -4.448 -3.476 -5.398
H -2.758 -2.941 -5.373
H -3.349 -0.798 -4.360
O -1.120 3.789 5.078
C -0.962 4.088 3.947
O -0.181 3.402 3.069
C -0.360 3.997 1.782
C -0.823 5.385 2.137
F -1.676 5.878 1.204
O -1.532 5.175 3.345
H -1.113 3.438 1.224
H 0.569 3.997 1.219
H -0.017 6.102 2.307
O 1.978 -1.602 4.900
C 2.958 -1.965 5.452
O 2.978 -2.583 6.659
C 4.327 -2.983 6.918
C 5.109 -2.032 6.051
F 6.248 -2.601 5.587
O 4.228 -1.811 4.962
H 4.463 -4.023 6.616
H 4.568 -2.886 7.973
H 5.348 -1.078 6.527
O -6.329 0.175 3.537
C -6.510 -0.275 2.459
O -5.542 -0.845 1.691
C -6.187 -1.384 0.531
C -7.443 -0.559 0.454
F -8.475 -1.270 -0.066
O -7.716 -0.283 1.816
H -6.393 -2.444 0.687
H -5.558 -1.276 -0.347
H -7.336 0.379 -0.095
O 5.037 7.108 -0.949
C 4.319 6.406 -1.572
O 3.405 5.560 -1.025
C 2.648 4.996 -2.100
C 3.592 5.148 -3.263
F 2.922 5.344 -4.426
O 4.301 6.329 -2.936
H 1.728 5.567 -2.237
H 2.391 3.960 -1.898
H 4.296 4.322 -3.386
O 2.551 -4.881 -6.633
C 2.755 -4.310 -5.618
O 2.137 -4.585 -4.441
C 2.753 -3.775 -3.434
C 3.329 -2.649 -4.248
F 4.474 -2.167 -3.695
O 3.640 -3.277 -5.477
H 3.525 -4.354 -2.923
H 2.024 -3.435 -2.701
H 2.638 -1.822 -4.427

One molecule with the formula C2H5ClNO2P. Source: the Open Molecules 2025 dataset; level of theory: ωB97M-V/def2-TZVPD.

Computed properties:
**E_HOMO**: -10.14 eV
**Relative energy (zero: lowest compared OMol25 entry of this formula, charge and spin)**: 7.8 kJ/mol
**E**: -29551.7941 eV
**Spin multiplicity**: 1
**Maximum force**: 3.9 eV/Å
**HOMO-LUMO gap**: 10.9 eV

Positions of all 12 atoms, in Å:
H -0.924 -2.331 -0.524
N -1.646 -1.658 -0.445
C -1.369 -0.499 -0.108
C -0.090 0.331 0.011
O 1.061 -0.511 0.149
P 2.433 0.350 0.214
O 2.551 1.413 -0.787
Cl 3.841 -1.022 0.017
H -2.357 0.115 0.190
H -0.078 0.902 -0.846
H -0.082 1.134 0.797
H 2.704 0.984 1.510

A 2-piece molecular cluster, C9H13FN4O3 overall. Source: the Open Molecules 2025 dataset; level of theory: ωB97M-V/def2-TZVPD.

Computed properties:
**E_HOMO**: -8.97 eV
**Relative energy (zero: lowest compared OMol25 entry of this formula, charge and spin)**: 884.5 kJ/mol
**E**: -24356.0531 eV
**Spin multiplicity**: 1
**Maximum force**: 9.2 eV/Å
**HOMO-LUMO gap**: 8.6 eV

Positions of all 30 atoms, in Å:
C 3.945 2.060 1.143
C 3.821 0.592 0.362
F 3.789 0.786 -1.106
N 2.718 -0.279 0.921
C 2.952 -1.754 0.687
O 2.895 -2.549 1.792
O 3.280 -2.403 -0.592
C 1.336 0.160 0.385
C 0.496 1.097 1.415
C -1.019 1.568 0.882
C -1.328 0.953 -0.630
C -0.323 0.030 -1.516
N 1.003 -0.372 -0.966
H 4.863 1.982 1.901
H 4.154 2.952 0.413
H 3.008 2.312 1.801
H 4.848 0.032 0.603
H 3.345 -1.725 -1.341
H 0.896 1.430 2.488
H -1.763 2.215 1.510
H -2.385 1.209 -1.110
H -0.648 -0.335 -2.601
N -4.334 -1.453 -1.731
C -4.856 -0.754 -0.707
N -5.742 -1.436 0.041
O -4.550 0.405 -0.475
H -4.574 -2.408 -1.938
H -3.663 -0.976 -2.320
H -6.158 -0.947 0.823
H -6.006 -2.391 -0.134

A 2-piece molecular cluster, C5H8N2 overall. Source: the Open Molecules 2025 dataset; level of theory: ωB97M-V/def2-TZVPD.

Computed properties:
**E_HOMO**: -10.18 eV
**Relative energy (zero: lowest compared OMol25 entry of this formula, charge and spin)**: 350.0 kJ/mol
**E**: -8291.3689 eV
**Spin multiplicity**: 1
**Maximum force**: 4.7 eV/Å
**HOMO-LUMO gap**: 10.0 eV

Positions of all 15 atoms, in Å:
H -1.208 -1.606 0.471
N -0.487 -1.143 0.978
C -0.497 0.077 0.950
C -1.600 0.820 0.274
C -1.495 2.097 -0.038
C -2.703 -0.088 -0.139
N -2.986 -1.160 -0.540
H 0.254 1.027 1.171
H -0.677 2.749 0.007
H -2.273 2.456 -0.678
C 1.901 -1.372 -0.842
H 2.085 -0.619 0.006
H 0.954 -1.846 -0.579
H 2.724 -2.232 -0.568
H 2.138 -1.146 -1.903

C15H37GaGeN3OS4SbSi as an isolated structure. Source: the Open Molecules 2025 dataset; level of theory: ωB97M-V/def2-TZVPD.

Computed properties:
**E_HOMO (alpha / beta)**: -10.94 / -10.90 eV
**Relative energy (zero: lowest compared OMol25 entry of this formula, charge and spin)**: 93.4 kJ/mol
**Charge**: +1
**E**: -189318.5752 eV
**Spin multiplicity**: 2
**Maximum force**: 2.0 eV/Å
**HOMO-LUMO gap (alpha / beta)**: 8.0 / 4.8 eV

Positions of all 64 atoms, in Å:
Ga 1.889 -1.610 0.243
S -1.076 -4.000 1.912
Sb -0.642 -4.087 -0.365
S -0.560 -1.614 -0.822
S 1.825 -3.869 -0.325
O 1.157 -2.025 2.233
H 0.955 -1.429 2.964
H 0.462 -2.760 2.264
C 0.839 1.342 1.842
Si 1.834 0.919 0.253
C 3.618 1.572 0.417
C 1.057 1.449 -1.412
H 0.525 2.381 1.833
H 1.453 1.191 2.728
H -0.058 0.733 1.934
H 3.615 2.640 0.614
H 4.187 1.395 -0.490
H 4.134 1.082 1.236
H 1.207 2.509 -1.604
H -0.013 1.253 -1.432
H 1.508 0.883 -2.226
C -3.135 3.233 -0.989
C -3.203 2.683 -2.408
C -3.905 1.328 -2.522
C -3.011 0.110 -2.308
Ge -2.407 -0.332 -0.451
C -3.819 -1.197 0.678
C -4.808 -0.182 1.247
C -4.167 0.730 2.288
C -5.131 1.799 2.785
H -2.796 4.266 -0.998
H -2.451 2.656 -0.370
H -4.119 3.210 -0.526
H -2.195 2.600 -2.822
H -3.750 3.403 -3.020
H -4.305 1.238 -3.535
H -4.754 1.296 -1.837
H -2.137 0.177 -2.959
H -3.560 -0.786 -2.617
H -1.650 0.777 0.289
H -3.362 -1.770 1.487
H -4.352 -1.901 0.034
H -5.642 -0.722 1.701
H -5.218 0.436 0.443
H -3.296 1.221 1.842
H -3.817 0.127 3.129
H -5.527 2.378 1.953
H -4.626 2.482 3.463
H -5.965 1.345 3.312
C 5.339 -0.938 -3.054
C 6.252 -1.094 -1.839
C 5.541 -1.661 -0.664
N 4.359 -1.340 -0.281
N 3.952 -1.954 0.848
C 4.817 -2.811 1.327
N 4.621 -3.518 2.441
S 6.286 -2.855 0.392
H 5.902 -0.508 -3.877
H 4.497 -0.293 -2.820
H 4.952 -1.902 -3.369
H 6.645 -0.111 -1.556
H 7.106 -1.725 -2.090
H 3.678 -3.580 2.794
H 5.247 -4.272 2.664

C11H8AuF6NO5S5 as an isolated structure. Source: the Open Molecules 2025 dataset; level of theory: ωB97M-V/def2-TZVPD.

Computed properties:
**E_HOMO (alpha / beta)**: -8.87 / -9.75 eV
**Relative energy (zero: lowest compared OMol25 entry of this formula, charge and spin)**: 75.2 kJ/mol
**E**: -97433.3198 eV
**Spin multiplicity**: 3
**Maximum force**: 3.8 eV/Å
**HOMO-LUMO gap (alpha / beta)**: 7.2 / 5.8 eV

Positions of all 37 atoms, in Å:
Au 0.954 0.642 -0.998
S 1.868 0.828 -5.576
C 1.559 0.545 -3.830
S -0.023 1.023 -3.280
S 2.752 0.496 -2.618
F 1.255 1.780 4.977
C 0.785 1.912 3.721
F -0.224 0.989 3.685
F 0.362 3.126 3.402
S 2.180 1.416 2.577
O 1.887 1.921 1.241
O 3.319 2.062 3.168
N 2.242 -0.132 2.811
S 2.199 -1.285 1.804
O 1.375 -0.994 0.610
O 2.019 -2.555 2.471
C 3.966 -1.215 1.235
F 4.782 -1.564 2.223
F 4.292 -0.029 0.831
F 4.158 -2.179 0.246
C -2.771 0.451 1.410
C -1.814 0.402 0.323
O -0.717 0.980 0.418
C -2.251 -0.411 -0.863
C -1.383 -1.337 -1.411
C -1.642 -1.869 -2.722
C -2.762 -1.327 -3.465
C -3.574 -0.365 -2.884
C -3.297 0.112 -1.632
H -3.155 1.390 1.569
H -2.213 0.237 2.339
H -3.541 -0.260 1.345
H -0.475 -1.634 -0.905
H -1.066 -2.669 -3.093
H -2.813 -1.629 -4.497
H -4.386 0.138 -3.360
H -3.844 1.005 -1.271

- Which of these has the highest spin multiplicity?
  C11H8AuF6NO5S5